This record from the OMol25 dataset describes a structure of composition C25H43MoN2OS5Si3 at a distorted geometry. The level of theory is ωB97M-V/def2-TZVPD.

```
80
Properties=species:S:1:pos:R:3:forces:R:3
Mo 0.228 0.660 0.108 0.2452 1.1096 -0.9065
C 3.447 -2.180 0.451 -0.3302 0.5023 0.3355
Si 3.183 -0.881 1.821 0.8042 -0.3591 -0.1884
C 4.446 0.527 1.540 -0.4092 -0.4804 0.4051
C 3.115 -1.868 3.448 0.0928 0.6845 -0.4759
N 1.544 0.091 1.779 0.7901 0.3532 -0.3736
C 1.497 1.218 2.647 -0.2040 0.7990 0.4225
C 2.354 1.432 3.716 0.1596 -0.0159 0.0298
C 2.282 2.595 4.464 0.0099 -0.1266 -0.1864
C 1.367 3.579 4.124 -0.1095 0.0462 -0.1198
C 0.461 3.355 3.108 -0.0656 0.0102 0.0105
C 0.459 2.151 2.397 1.3671 0.1695 0.9588
N -0.493 1.766 1.487 -0.0480 0.1056 -0.5551
Si -2.236 2.157 1.850 -1.7472 0.0130 0.0624
C -2.903 0.603 2.751 0.3549 0.6331 -0.4786
C -2.627 3.646 2.972 0.6377 -0.4559 -0.3774
C -2.929 2.551 0.123 0.3415 -0.3119 0.8336
H 3.764 -3.115 0.901 -0.0323 -0.1253 0.2537
H 4.241 -1.862 -0.217 0.1147 0.2169 -0.0736
H 2.585 -2.397 -0.164 -0.1040 -0.0776 -0.0565
H 5.361 0.116 1.123 0.0975 -0.2184 -0.1071
H 4.730 1.064 2.439 -0.0127 0.0468 0.1448
H 4.073 1.263 0.826 -0.1443 -0.0700 -0.0180
H 3.901 -2.616 3.434 0.1692 -0.1318 -0.1272
H 2.165 -2.392 3.539 -0.1361 -0.0112 -0.1132
H 3.253 -1.283 4.350 -0.0285 0.0823 0.1361
H 3.092 0.696 3.982 0.0654 -0.0449 -0.0117
H 2.960 2.740 5.289 0.0567 -0.0076 0.0805
H 1.353 4.519 4.652 -0.0033 0.0785 0.0535
H -0.234 4.127 2.835 -0.1055 0.0751 0.0029
H -2.186 -0.214 2.794 0.0096 -0.0118 -0.0839
H -3.807 0.235 2.273 -0.1095 -0.0347 -0.1245
H -3.162 0.859 3.773 -0.0134 0.1516 0.1694
H -2.225 3.528 3.975 0.0301 -0.0451 0.1253
H -3.708 3.701 3.062 -0.2640 -0.1873 -0.0860
H -2.299 4.606 2.582 0.0556 0.0996 -0.1269
H -2.712 1.766 -0.595 -0.0833 -0.1118 -0.1018
H -2.502 3.473 -0.269 0.1069 0.0982 0.0578
H -4.005 2.689 0.173 -0.1977 -0.0752 0.0192
S 3.583 3.051 -6.025 -0.2047 -0.1482 0.3164
C 2.810 2.508 -4.700 0.1322 0.1685 -0.3530
S 1.274 3.166 -4.150 0.2752 -0.3450 0.1997
C 1.146 2.166 -2.718 0.0318 -0.0797 -0.0386
C 2.143 1.266 -2.515 -0.1743 -0.0721 -0.0279
S 2.140 0.191 -1.160 -0.2406 0.6661 0.0216
S 3.432 1.212 -3.697 -0.2447 0.1833 0.0150
S -0.136 2.383 -1.591 0.5156 -0.3686 0.2251
C -2.722 -1.366 -0.161 0.6750 0.3975 -0.1200
Si -1.232 -1.078 -1.352 -0.8513 -1.3520 -0.3512
C -2.081 -0.590 -3.092 0.4813 0.4155 0.2304
C -1.078 -0.601 -4.247 0.0580 -0.0186 0.2921
C -2.743 0.790 -3.059 0.1588 -0.0700 0.1335
C -3.197 -1.581 -3.441 0.2204 -0.1659 0.3778
C -0.304 -2.841 -1.443 0.2511 0.4400 0.0964
C 0.083 -3.248 -0.019 -0.0777 0.3298 -0.0769
C 0.949 -2.857 -2.325 -0.1661 0.2178 0.0075
C -1.232 -3.944 -1.958 -0.1701 0.2912 -0.0845
H -3.344 -0.482 -0.053 -0.1179 0.1750 -0.0345
H -2.419 -1.678 0.834 0.1508 -0.0254 0.1251
H -3.353 -2.148 -0.568 -0.0665 -0.1799 -0.2030
H -0.270 0.111 -4.082 0.1476 0.0591 -0.0494
H -1.590 -0.330 -5.170 -0.0165 0.0653 -0.1056
H -0.653 -1.590 -4.386 0.1235 -0.1008 -0.0952
H -2.024 1.590 -2.906 -0.1212 0.0004 -0.0070
H -3.506 0.837 -2.287 -0.1866 0.0879 0.1159
H -3.236 0.981 -4.011 -0.0760 -0.0579 -0.1377
H -2.813 -2.579 -3.609 -0.0695 -0.1720 -0.0244
H -3.675 -1.250 -4.361 -0.0390 0.0624 -0.1352
H -3.959 -1.619 -2.671 -0.1918 -0.0637 0.0983
H 0.677 -2.473 0.466 -0.0342 -0.3021 -0.0298
H 0.665 -4.169 -0.031 0.0832 -0.1137 -0.0624
H -0.803 -3.423 0.584 -0.0770 0.0191 0.2219
H 1.640 -2.052 -2.084 0.0656 -0.0785 -0.0526
H 0.693 -2.767 -3.377 0.0310 0.0093 -0.1118
H 1.477 -3.802 -2.198 0.0409 -0.1277 0.0315
H -2.188 -3.939 -1.445 -0.2382 -0.0860 0.0417
H -0.764 -4.909 -1.773 0.0903 -0.1362 0.0341
H -1.402 -3.869 -3.027 -0.0510 -0.0129 -0.1299
O -0.158 -1.308 2.569 0.3958 0.2384 -0.5375
C 0.338 -0.659 1.697 -1.8733 -2.1226 0.7751
```
Forces are in eV/Å.

Its energy relative to the best compared isomer or geometry (same formula, charge and spin) is 79.7 kcal/mol. For the LUMO energy (spin up / spin down), the calculation gives -5.489 / -5.466 eV. Its energy is -111311.3959 eV. The total charge is +1.

Atomic partial charges in e from the Löwdin method, atoms 1 to 5: 1.069 -0.181 0.627 -0.152 -0.136